(1)
{
  "formula": "C4H6ClN",
  "method": "ωB97M-V/def2-TZVPD",
  "multiplicity": 1,
  "smiles": "C=C(C)Cl.C#N",
  "relative_energy_kcal_mol": 32.6,
  "homo_lumo_gap_ha": 0.3811,
  "energy_ev": -18256.028,
  "e_homo_ev": -9.50,
  "species": ["C", "N", "C", "C", "C", "H", "Cl", "H", "H", "H", "H", "H"],
  "positions_angstrom": [[0.263303, -0.283520, -1.170531], [-3.064530, 0.551436, 0.082582], [-2.819805, 1.470902, 0.697089], [0.200095, 0.207853, 1.299269], [0.478645, 0.506489, 0.060113], [-0.201810, -1.231514, -0.930664], [0.929302, 2.124086, -0.213051], [-2.492003, 2.289725, 1.235035], [-0.462476, 0.255773, -1.802550], [1.097646, -0.389445, -1.663396], [0.171008, 1.051604, 1.966142], [-0.151078, -0.739964, 1.652878]],
  "forces_ev_per_a": [[-4.612, 0.634, 2.223], [-0.538, -1.222, -0.819], [0.206, 0.026, -0.020], [-0.466, 0.125, 0.936], [-0.602, -0.477, -0.384], [0.123, -0.284, 0.073], [0.527, 1.443, -0.618], [0.301, 1.199, 0.785], [0.287, -0.108, 0.182], [4.513, -0.762, -2.865], [0.332, -0.174, 0.633], [-0.072, -0.401, -0.125]]
}

(2)
{
  "formula": "C4H6ClN",
  "method": "ωB97M-V/def2-TZVPD",
  "multiplicity": 1,
  "relative_energy_kcal_mol": 115.6,
  "homo_lumo_gap_ha": [0.3058, 0.3127],
  "energy_ev": -18252.427,
  "e_homo_ev": [-8.25, -7.95],
  "species": ["H", "C", "H", "C", "C", "N", "H", "H", "H", "H", "C", "Cl"],
  "positions_angstrom": [[1.677736, 0.490550, -2.664407], [-1.793123, 0.190363, 1.247969], [-2.132698, 1.085985, 0.792295], [2.070363, 0.466813, -1.647540], [-2.136550, -0.749136, 2.059499], [0.952922, 0.357659, -0.752947], [-1.479617, -1.570796, 2.309159], [-3.109746, -0.791080, 2.549873], [2.788856, -0.350849, -1.538671], [2.567038, 1.415675, -1.446354], [0.743910, -0.270159, 0.261953], [1.546351, -1.415988, 1.217994]],
  "forces_ev_per_a": [[0.176, -0.004, 0.023], [1.651, -0.290, -0.566], [-0.278, 0.451, -0.197], [0.206, -0.095, -0.152], [-0.466, -0.477, 0.528], [-0.156, -0.119, 0.455], [0.224, -0.100, -0.013], [-0.073, 0.129, -0.049], [-0.028, 0.014, 0.013], [0.050, -0.014, -0.084], [-1.935, 1.098, -0.291], [0.628, -0.594, 0.331]]
}